Computed, not measured: a molecular structure, C12H21Cl2CoO3PPr at a distorted geometry, with ωB97M-V/def2-TZVPD.

Geometry (Å):
1 Pr 0.325 -1.043 -6.228
2 Co 0.359 -0.532 -1.309
3 Cl -0.655 1.247 -6.380
4 Cl 0.100 -0.150 -3.539
5 C -0.093 -2.240 -1.079
6 C -0.059 -0.423 -8.794
7 C 0.466 -2.247 -8.845
8 O -0.792 -3.159 -1.254
9 O -0.279 0.028 -9.853
10 O 0.565 -2.786 -9.880
11 C 2.803 -0.353 1.584
12 C 1.411 -1.032 1.563
13 C 1.083 -1.596 2.931
14 P 0.055 0.049 0.809
15 C -1.846 -0.208 0.998
16 C -2.411 -0.759 2.324
17 C -2.604 1.062 0.567
18 C 0.181 1.730 1.597
19 C -0.113 1.723 3.112
20 C 1.462 2.485 1.293
21 H 2.970 0.175 2.531
22 H 2.972 0.381 0.787
23 H 3.559 -1.142 1.493
24 H 1.485 -1.944 0.965
25 H 1.153 -0.807 3.671
26 H 0.098 -2.066 2.930
27 H 1.833 -2.360 3.195
28 H -2.054 -1.001 0.244
29 H -2.556 -0.006 3.110
30 H -3.411 -1.200 2.141
31 H -1.788 -1.580 2.700
32 H -2.083 1.546 -0.257
33 H -3.604 0.836 0.199
34 H -2.714 1.793 1.370
35 H -0.649 2.282 1.130
36 H 0.646 1.199 3.713
37 H -0.141 2.759 3.498
38 H -1.084 1.273 3.359
39 H 1.756 2.361 0.252
40 H 1.347 3.560 1.463
41 H 2.306 2.147 1.889

- calculated total energy (Eh) = -3855.31654
- molecular weight (g/mol) = 515.02
- Kohn-Sham gap (spin up / spin down) (eV) = 7.932 / 4.525
- total charge = +4
- spin multiplicity = 7
- HOMO energy (spin up / spin down) (eV) = -22.26 / -22.31
- LUMO energy (spin up / spin down) (eV) = -14.33 / -17.78